(1)
68
Properties=species:S:1:pos:R:3 method="wB97M-V/def2-TZVPD" homo_energy_ev="-13.1 / -13.1" largest_force_ev_per_a=1.4 charge=+2 relative_energy_kj_mol=38.6 energy_ha=-6491.4527 multiplicity=5 lumo_ha="-0.2487 / -0.3284"
Rh -0.30 -0.34 0.42
O 2.64 0.82 -1.76
C 3.58 1.52 -1.09
C 4.70 1.96 -1.79
C 5.69 2.67 -1.14
C 5.58 2.95 0.22
C 4.47 2.53 0.92
C 3.46 1.82 0.28
C 2.20 1.42 1.05
O 1.72 0.16 0.89
N 1.16 2.43 0.73
N -0.07 2.04 0.71
C -1.06 2.90 0.67
C -2.40 2.46 0.72
Br -2.65 0.56 0.82
C -3.53 3.22 0.68
C -3.63 4.65 0.60
C -4.69 5.17 -0.18
C -4.78 6.52 -0.43
C -3.87 7.39 0.17
C -2.88 6.91 1.02
C -2.75 5.55 1.22
H 2.13 0.33 -1.10
H 4.77 1.71 -2.84
H 6.57 3.00 -1.69
H 6.37 3.48 0.73
H 4.39 2.75 1.97
H 2.43 1.59 2.12
H 1.39 3.42 0.80
H -0.88 3.97 0.60
H -4.48 2.69 0.62
H -5.40 4.49 -0.63
H -5.56 6.90 -1.07
H -3.95 8.46 -0.01
H -2.22 7.60 1.53
H -2.01 5.19 1.93
C 0.09 -7.58 1.67
C -1.04 -6.99 1.12
C -1.14 -5.61 1.04
C -0.09 -4.84 1.51
C 1.03 -5.41 2.08
C 1.13 -6.79 2.15
As -0.15 -2.86 1.36
C 1.09 -2.59 -0.11
C 2.47 -2.75 -0.08
C 3.20 -2.64 -1.25
C 2.56 -2.35 -2.46
C 1.19 -2.15 -2.50
C 0.44 -2.25 -1.33
C -1.03 -2.19 -1.24
C -1.91 -1.90 -2.28
C -3.27 -2.00 -2.08
C -3.78 -2.39 -0.84
C -2.93 -2.67 0.21
C -1.55 -2.58 0.03
H 0.16 -8.66 1.74
H -1.85 -7.61 0.75
H -2.03 -5.17 0.61
H 1.83 -4.79 2.48
H 2.01 -7.24 2.59
H 2.98 -2.98 0.85
H 4.27 -2.81 -1.24
H 3.13 -2.29 -3.37
H 0.71 -1.94 -3.45
H -1.53 -1.63 -3.26
H -3.95 -1.77 -2.89
H -4.85 -2.49 -0.70
H -3.33 -2.97 1.17

---

(2)
69
Properties=species:S:1:pos:R:3 method="wB97M-V/def2-TZVPD" homo_energy_ev=-4.5 largest_force_ev_per_a=4.3 charge=-1 energy_ha=-6081.2580 lumo_ha=0.0813
Cu 15.48 13.06 12.89
Br 9.83 9.14 9.69
C 10.61 8.48 11.28
C 10.86 9.36 12.37
C 11.42 8.88 13.56
C 11.82 7.55 13.61
C 11.49 6.67 12.55
C 10.86 7.16 11.43
N 12.43 6.88 14.76
N 13.23 7.39 15.61
C 13.94 8.58 15.33
C 13.91 9.52 16.34
C 14.16 10.85 16.10
C 14.55 11.27 14.80
O 14.75 12.53 14.57
C 14.76 10.30 13.77
N 15.28 10.74 12.60
C 15.49 9.88 11.62
C 15.13 8.56 11.76
C 14.58 8.08 12.92
C 14.39 8.95 13.99
H 10.62 10.40 12.24
H 11.60 9.52 14.47
H 11.75 5.63 12.69
H 10.55 6.50 10.61
H 13.57 9.10 17.26
H 13.99 11.58 16.87
H 16.00 10.41 10.75
H 15.16 7.84 10.96
H 14.32 7.06 12.87
C 15.49 13.54 10.21
O 16.40 13.31 11.26
H 14.70 12.73 10.13
H 15.95 13.62 9.21
H 14.94 14.46 10.42
C 23.26 10.02 11.29
C 22.58 9.92 10.13
C 21.24 10.31 10.14
C 20.65 10.98 11.21
C 21.43 11.06 12.37
C 22.76 10.61 12.43
Sb 18.74 11.99 11.29
C 18.17 11.53 9.31
C 18.16 12.39 8.23
C 17.92 11.99 6.92
C 17.70 10.68 6.64
C 17.83 9.74 7.66
C 18.05 10.18 9.00
C 19.73 13.90 10.85
C 18.96 15.06 10.88
C 19.60 16.26 10.63
C 20.95 16.26 10.32
C 21.71 15.08 10.21
C 21.07 13.88 10.48
H 24.24 9.54 11.52
H 22.96 9.28 9.36
H 20.80 10.18 9.19
H 20.94 11.62 13.16
H 23.28 10.67 13.33
H 18.31 13.43 8.36
H 17.97 12.76 6.12
H 17.53 10.39 5.64
H 17.84 8.72 7.39
H 18.26 9.46 9.76
H 17.87 14.97 11.07
H 19.00 17.15 10.75
H 21.52 17.16 10.28
H 22.72 15.10 9.91
H 21.63 12.96 10.44

---

(3)
67
Properties=species:S:1:pos:R:3 method="wB97M-V/def2-TZVPD" homo_energy_ev=-9.7 largest_force_ev_per_a=2.4 charge=+1 relative_energy_kj_mol=0.0 energy_ha=-1820.4422 lumo_ha=-0.2248
F 5.49 -4.43 0.04
C 4.97 -3.42 0.81
C 5.40 -3.30 2.13
C 4.89 -2.22 2.86
F 5.34 -2.04 4.15
C 3.96 -1.33 2.34
C 3.45 -1.54 1.03
C 2.42 -0.71 0.49
C 1.77 -0.93 -0.72
C 1.28 0.13 -1.48
C 0.79 0.06 -2.82
C 0.59 1.26 -3.55
C 0.41 1.20 -4.91
F 0.26 2.37 -5.62
C 0.38 -0.01 -5.62
C 0.42 -1.17 -4.85
F 0.34 -2.38 -5.51
C 0.58 -1.18 -3.47
C 4.04 -2.57 0.23
H 6.13 -3.98 2.55
H 3.59 -0.49 2.93
H 2.17 0.19 1.06
H 1.68 -1.95 -1.12
H 1.54 1.14 -1.14
H 0.61 2.22 -3.02
H 0.30 -0.03 -6.70
H 0.61 -2.11 -2.92
H 3.74 -2.67 -0.81
N -2.19 5.68 -4.01
C -2.34 4.68 -3.41
C -2.50 3.49 -2.63
C -2.58 3.58 -1.24
C -2.58 2.43 -0.47
C -2.32 1.16 -1.07
C -1.93 0.00 -0.31
C -1.69 0.03 1.08
N -2.06 -1.02 1.85
C -3.07 -2.00 1.44
C -3.03 -3.11 2.51
C -1.96 -2.72 3.53
C -1.46 -1.32 3.14
C -0.95 1.17 1.69
C -0.02 1.87 0.89
C 0.84 2.81 1.43
C 0.65 3.22 2.75
C -0.37 2.66 3.52
C -1.18 1.64 3.00
C -2.46 1.08 -2.48
C -2.54 2.22 -3.24
H -2.61 4.56 -0.76
H -2.71 2.50 0.61
H -1.99 -0.97 -0.81
H -4.07 -1.54 1.41
H -2.87 -2.39 0.43
H -4.01 -3.15 2.99
H -2.84 -4.08 2.06
H -2.38 -2.66 4.53
H -1.13 -3.43 3.55
H -0.36 -1.26 3.10
H -1.80 -0.61 3.90
H -0.01 1.65 -0.17
H 1.63 3.24 0.80
H 1.29 4.00 3.17
H -0.56 3.00 4.54
H -2.01 1.25 3.58
H -2.43 0.09 -2.95
H -2.59 2.16 -4.33

---

(4)
66
Properties=species:S:1:pos:R:3 method="wB97M-V/def2-TZVPD" homo_energy_ev=-11.0 largest_force_ev_per_a=1.9 charge=+1 relative_energy_kj_mol=76.7 energy_ha=-2000.4650 lumo_ha=-0.2416
C -1.64 -2.14 4.06
C -1.42 -0.79 4.31
C -0.37 -0.11 3.67
C 0.44 -0.79 2.75
Si 1.74 0.08 1.75
C 1.81 1.86 2.31
C 2.95 2.38 2.94
C 2.97 3.72 3.35
C 1.87 4.55 3.13
C 0.73 4.03 2.48
C 0.71 2.69 2.07
C 3.37 -0.72 2.19
C 3.54 -1.34 3.44
C 4.77 -1.92 3.78
C 5.84 -1.89 2.88
C 5.67 -1.27 1.63
C 4.45 -0.68 1.29
C 1.40 0.02 -0.10
C 0.14 -0.68 -0.58
C -1.01 -0.06 -0.89
C 0.24 -2.16 2.53
C -0.80 -2.84 3.18
H -2.46 -2.66 4.56
H -2.06 -0.24 5.01
H -0.20 0.95 3.87
H 3.82 1.74 3.11
H 3.86 4.12 3.84
H 1.89 5.59 3.44
H -0.13 4.67 2.29
H -0.18 2.30 1.56
H 2.71 -1.39 4.14
H 4.89 -2.40 4.76
H 6.79 -2.35 3.14
H 6.50 -1.24 0.92
H 4.33 -0.20 0.32
H 1.40 1.09 -0.40
H 2.29 -0.48 -0.51
H 0.23 -1.76 -0.68
H -1.90 -0.64 -1.15
H -1.12 1.02 -0.78
H 0.89 -2.70 1.83
H -0.96 -3.90 2.98
F -3.58 -3.97 -5.46
C -2.55 -3.13 -5.09
C -1.25 -3.58 -5.29
C -0.23 -2.70 -4.91
F 1.08 -3.09 -5.10
C -0.47 -1.46 -4.35
C -1.82 -1.03 -4.10
C -1.98 0.23 -3.45
C -3.13 1.05 -3.37
C -2.92 2.41 -2.98
C -4.00 3.25 -2.78
F -3.76 4.54 -2.36
C -5.32 2.86 -2.97
C -5.51 1.55 -3.41
F -6.80 1.12 -3.63
C -4.48 0.65 -3.63
C -2.87 -1.90 -4.52
H -1.03 -4.56 -5.70
H 0.35 -0.79 -4.09
H -1.04 0.72 -3.19
H -1.90 2.77 -2.86
H -6.15 3.52 -2.78
H -4.72 -0.34 -4.00
H -3.91 -1.63 -4.42

---

(5)
73
Properties=species:S:1:pos:R:3 method="wB97M-V/def2-TZVPD" homo_energy_ev=-13.2 largest_force_ev_per_a=1.5 charge=+2 relative_energy_kj_mol=0.0 energy_ha=-2852.6062 lumo_ha=-0.2411
Hf -0.41 0.57 0.18
C -0.59 0.21 -4.05
C 0.51 0.43 -3.05
C 1.62 -0.42 -3.01
C 2.70 -0.17 -2.18
C 2.69 0.93 -1.34
C 1.59 1.78 -1.34
C 0.50 1.54 -2.19
H -0.35 0.71 -4.99
H -1.54 0.61 -3.70
H -0.71 -0.85 -4.28
H 1.65 -1.28 -3.68
H 3.55 -0.84 -2.19
H 3.53 1.14 -0.69
H 1.62 2.69 -0.75
H -0.27 2.30 -2.30
C -6.83 5.83 -1.22
C -5.71 4.97 -0.71
C -5.34 5.00 0.63
C -4.29 4.23 1.10
C -3.61 3.41 0.20
C -3.97 3.35 -1.15
C -5.01 4.13 -1.59
S -2.35 2.43 0.82
O -1.10 2.63 -0.02
O -2.18 2.70 2.22
N -2.58 0.87 0.49
C -2.72 -0.03 1.60
C -3.87 -0.37 2.27
C -3.74 -1.28 3.31
C -2.49 -1.82 3.62
C -1.39 -1.44 2.88
N -1.52 -0.55 1.88
H -7.52 6.10 -0.42
H -7.40 5.33 -2.01
H -6.43 6.75 -1.64
H -5.88 5.64 1.31
H -4.00 4.26 2.14
H -3.43 2.71 -1.84
H -5.29 4.10 -2.63
H -4.82 0.07 2.00
H -4.61 -1.58 3.88
H -2.37 -2.53 4.42
H -0.40 -1.83 3.07
I 2.38 -3.68 1.21
C 2.32 -1.86 2.19
C 3.01 -1.73 3.43
C 3.01 -0.55 4.12
I 4.04 -0.44 5.92
C 2.32 0.58 3.59
C 2.29 1.86 4.18
C 1.61 2.89 3.57
C 0.92 2.64 2.38
N 0.91 1.45 1.80
C 1.63 0.42 2.38
C 1.64 -0.80 1.67
O 0.96 -0.82 0.50
H 3.54 -2.59 3.83
H 2.82 2.03 5.11
H 1.59 3.88 4.00
H 0.35 3.42 1.90
N -3.51 -5.41 -3.72
C -3.04 -4.51 -3.17
C -2.46 -3.38 -2.50
C -1.16 -3.44 -2.01
C -0.65 -2.33 -1.36
N -1.35 -1.20 -1.18
C -2.61 -1.16 -1.67
C -3.19 -2.22 -2.33
H -0.56 -4.33 -2.12
H 0.35 -2.35 -0.96
H -3.16 -0.25 -1.51
H -4.21 -2.13 -2.70

---

(6)
66
Properties=species:S:1:pos:R:3 method="wB97M-V/def2-TZVPD" homo_energy_ev="-4.0 / -7.4" largest_force_ev_per_a=5.0 charge=0 energy_ha=-2411.8758 multiplicity=2 lumo_ha="-0.0212 / -0.0171"
Hg 3.52 -0.51 0.69
C -2.96 -4.82 2.76
C -1.66 -4.27 2.24
C -1.08 -4.78 1.07
C 0.12 -4.26 0.58
C 0.75 -3.21 1.26
C 0.20 -2.73 2.46
C -1.00 -3.26 2.94
S 2.30 -2.49 0.69
O 3.18 -3.68 0.39
C 1.70 -1.89 -0.94
C 2.30 -2.46 -2.07
C 2.01 -2.01 -3.36
C 1.13 -0.95 -3.56
C 0.87 -0.51 -4.87
C 0.01 0.56 -5.11
C -0.61 1.19 -4.05
C -0.37 0.75 -2.74
C 0.51 -0.33 -2.45
C 0.78 -0.81 -1.11
C 0.04 -0.19 0.03
C -1.33 -0.59 0.25
C -2.03 -1.54 -0.55
C -3.36 -1.89 -0.33
C -4.05 -1.31 0.72
C -3.41 -0.38 1.54
C -2.07 -0.03 1.32
C -1.46 0.90 2.16
C -0.15 1.30 1.95
C 0.61 0.81 0.87
S 2.30 1.47 0.69
O 2.76 1.16 -0.70
C 1.84 3.22 0.64
C 2.13 4.03 1.74
C 1.80 5.38 1.73
C 1.19 5.95 0.60
C 0.85 7.41 0.57
C 0.92 5.14 -0.51
C 1.25 3.78 -0.49
H -3.48 -5.41 2.00
H -3.62 -4.00 3.05
H -2.77 -5.46 3.63
H -1.56 -5.59 0.52
H 0.56 -4.67 -0.32
H 0.69 -1.94 3.02
H -1.43 -2.86 3.86
H 3.02 -3.27 -1.96
H 2.50 -2.49 -4.20
H 1.36 -0.99 -5.72
H -0.18 0.89 -6.13
H -1.29 2.02 -4.22
H -0.87 1.29 -1.94
H -1.52 -2.03 -1.39
H -3.85 -2.62 -0.97
H -5.09 -1.58 0.91
H -3.97 0.06 2.36
H -2.01 1.33 3.00
H 0.28 2.02 2.64
H 2.62 3.61 2.62
H 2.04 6.00 2.59
H 1.04 7.89 1.53
H -0.21 7.55 0.33
H 1.46 7.92 -0.19
H 0.47 5.56 -1.40
H 1.06 3.17 -1.37
H 5.21 -0.51 0.69

---

(7)
73
Properties=species:S:1:pos:R:3 method="wB97M-V/def2-TZVPD" homo_energy_ev=-8.1 largest_force_ev_per_a=4.9 charge=0 energy_ha=-2028.2863 lumo_ha=-0.0487
C 0.23 -1.23 -2.05
B 0.51 -2.53 -2.92
O 1.79 -3.17 -2.86
C -0.57 -3.20 -3.94
C -1.63 -2.19 -4.46
N -2.95 -2.29 -3.79
C -2.97 -3.12 -2.66
N -3.38 -2.62 -1.50
N -2.53 -4.41 -2.82
C -2.74 -5.23 -1.60
O -3.37 -6.27 -1.75
O -2.26 -4.90 -0.47
C -1.15 -4.52 -3.35
H 0.91 -1.29 -1.14
H 0.56 -0.33 -2.64
H -0.83 -1.16 -1.74
H 1.72 -3.87 -2.19
H 0.05 -3.49 -4.83
H -1.26 -1.14 -4.29
H -1.77 -2.26 -5.57
H -3.38 -1.39 -3.60
H -4.19 -2.01 -1.48
H -2.88 -2.75 -0.62
H -1.08 -5.34 -4.11
H -0.50 -4.87 -2.50
C 1.68 -4.66 5.57
C 1.13 -4.84 4.31
C 1.28 -3.86 3.33
C 1.98 -2.70 3.62
C 2.51 -2.50 4.90
C 2.38 -3.50 5.87
C 3.22 -1.24 5.24
O 3.69 -1.08 6.35
C 3.33 -0.18 4.20
C 3.94 1.03 4.52
C 4.06 2.02 3.56
C 3.58 1.80 2.27
C 2.97 0.60 1.95
C 2.83 -0.39 2.92
C 2.15 -1.67 2.57
O 1.73 -1.86 1.45
H 1.57 -5.43 6.32
H 0.58 -5.75 4.08
H 0.85 -4.01 2.35
H 2.80 -3.36 6.85
H 4.31 1.20 5.52
H 4.53 2.96 3.81
H 3.68 2.57 1.51
H 2.59 0.43 0.94
C -1.60 3.57 2.54
C -1.50 4.95 2.67
C -1.39 5.75 1.54
C -1.35 5.17 0.28
C -1.42 3.78 0.15
C -1.55 2.98 1.29
C -1.33 3.14 -1.18
O -1.40 1.93 -1.29
C -1.16 4.00 -2.38
C -1.02 3.41 -3.63
C -0.86 4.21 -4.76
C -0.86 5.59 -4.64
C -1.00 6.18 -3.39
C -1.13 5.39 -2.26
C -1.24 6.03 -0.92
O -1.24 7.24 -0.81
H -1.70 2.95 3.43
H -1.52 5.41 3.66
H -1.32 6.83 1.65
H -1.62 1.91 1.19
H -1.02 2.33 -3.73
H -0.75 3.75 -5.73
H -0.75 6.21 -5.52
H -0.99 7.26 -3.30